(1)
Below is a cluster of 2 separate species, C4H12OS2 in total in a non-equilibrium geometry, with properties calculated with ωB97M-V with the def2-TZVPD basis set.

Each atom is followed by the atoms it is bonded to, with distances in Å.
Atoms and positions in Å:
1 C 1.03 -0.14 -1.24  C2 1.506, H7 1.104, H8 1.084, H9 1.087
2 C 1.35 -0.59 0.15  C1 1.506, S3 1.804, H10 1.084, H11 1.089
3 S 0.81 0.53 1.46  C2 1.804, S4 2.048
4 S -1.23 0.40 1.34  S3 2.048, C5 1.829
5 C -1.66 1.80 0.25  S4 1.829, C6 1.517, H12 1.083, H13 1.090
6 C -2.88 1.52 -0.60  C5 1.517, H14 1.091, H15 1.084, H16 1.092
7 H 1.40 -0.85 -2.00  C1 1.104
8 H -0.03 0.02 -1.43  C1 1.084
9 H 1.59 0.76 -1.49  C1 1.087
10 H 0.97 -1.60 0.29  C2 1.084
11 H 2.43 -0.59 0.30  C2 1.089
12 H -0.77 1.98 -0.33  C5 1.083
13 H -1.80 2.68 0.88  C5 1.090
14 H -3.72 1.29 0.05  C6 1.091
15 H -3.17 2.40 -1.17  C6 1.084
16 H -2.75 0.69 -1.30  C6 1.092
17 O 2.84 -3.68 1.31  H18 0.962, H19 0.965
18 H 2.07 -3.51 1.86  O17 0.962
19 H 3.51 -3.09 1.67  O17 0.965

For the energy, the calculation gives -28060.79851 eV. The energy above the lowest of the compared OMol25 structures with the same formula, charge and spin comes out at 1.6 kcal per mole.


(2)
Below is a cluster of 2 separate species, C4H12OSi2 in total in a non-equilibrium geometry, with properties calculated with ωB97M-V with the def2-TZVPD basis set.

Each atom is followed by the atoms it is bonded to, with distances in Å.
Atoms and positions in Å:
1 C -1.37 2.34 -0.35  C2 1.309, H8 1.064, H9 1.068
2 C -1.32 1.20 0.30  C1 1.309, Si7 1.856, H10 1.177
3 C -1.74 -2.13 0.01  C4 1.548, H11 1.032, H12 1.045, H13 1.142
4 C -0.31 -1.79 0.49  C3 1.548, Si7 1.893, H14 1.081, H15 1.145
5 O 1.51 0.58 0.29  Si6 1.613, Si7 1.658
6 Si 3.06 0.95 0.08  O5 1.613, H16 1.390, H17 1.506, H18 1.592
7 Si 0.01 -0.02 -0.10  C2 1.856, C4 1.893, O5 1.658
8 H -1.88 3.16 0.09  C1 1.064
9 H -0.99 2.50 -1.33  C1 1.068
10 H -1.71 1.23 1.41  C2 1.177
11 H -1.65 -2.58 -0.92  C3 1.032
12 H -2.13 -2.87 0.62  C3 1.045
13 H -2.55 -1.35 -0.21  C3 1.142
14 H 0.31 -2.63 0.19  C4 1.081
15 H -0.38 -1.72 1.63  C4 1.145
16 H 3.54 1.24 1.36  Si6 1.390
17 H 3.01 2.01 -0.99  Si6 1.506
18 H 4.19 -0.05 -0.43  Si6 1.592
19 H 0.39 -0.07 -2.13  no bonds

For the energy, the calculation gives -22144.13724 eV. The energy above the lowest of the compared OMol25 structures with the same formula, charge and spin comes out at 66.1 kcal per mole.


(3)
Below is a cluster of 2 separate species, C4H12P2 in total in a non-equilibrium geometry, with properties calculated with ωB97M-V with the def2-TZVPD basis set.

Each atom is followed by the atoms it is bonded to, with distances in Å.
Atoms and positions in Å:
1 C 1.43 -1.96 0.63  C3 1.440, H7 1.189, H8 1.048, H9 1.104
2 C 0.75 1.90 0.98  P6 1.949, H10 1.088, H11 1.134, H12 1.098
3 C 0.71 -1.53 -0.54  C1 1.440, H13 1.185, H14 1.051
4 C -1.42 0.29 0.19  P5 1.762, P6 1.787, H15 1.243
5 P -2.94 -0.11 -0.60  C4 1.762, H16 1.475, H17 1.364
6 P -0.41 1.56 -0.55  C2 1.949, C4 1.787, H18 1.353
7 H 2.17 -2.86 0.38  C1 1.189
8 H 0.95 -2.28 1.50  C1 1.048
9 H 2.21 -1.23 0.91  C1 1.104
10 H 1.48 1.09 0.93  C2 1.088
11 H 0.16 1.90 1.96  C2 1.134
12 H 1.18 2.91 0.96  C2 1.098
13 H 1.22 -0.78 -1.30  C3 1.185
14 H -0.02 -2.12 -1.01  C3 1.051
15 H -0.56 -0.61 0.18  C4 1.243
16 H -2.45 -0.22 -1.99  P5 1.475
17 H -2.92 -1.47 -0.56  P5 1.364
18 H -1.07 2.73 -0.35  P6 1.353

For the energy, the calculation gives -22914.28130 eV. The energy above the lowest of the compared OMol25 structures with the same formula, charge and spin comes out at 125.4 kcal per mole.


(4)
Below is the ion C4H12PS with charge +1 in a non-equilibrium geometry, with properties calculated with ωB97M-V with the def2-TZVPD basis set.

Each atom is followed by the atoms it is bonded to, with distances in Å.
Atoms and positions in Å:
1 C -1.41 -1.83 -0.13  C4 1.540, H7 1.078, H8 1.061, H9 1.173
2 C 0.65 1.83 -0.78  P5 1.767, H10 1.055, H11 1.117, H12 1.171
3 C 0.25 0.68 1.75  P5 1.789, H13 1.042, H14 1.082, H15 1.091
4 C -0.81 -0.61 -0.86  C1 1.540, P5 1.838, H16 1.137, H17 1.055
5 P 0.53 0.27 0.03  C2 1.767, C3 1.789, C4 1.838, S6 2.393
6 S 2.66 -0.81 0.07  P5 2.393, H18 1.282
7 H -2.42 -2.06 -0.43  C1 1.078
8 H -0.81 -2.68 -0.31  C1 1.061
9 H -1.55 -1.73 1.03  C1 1.173
10 H 1.50 2.34 -0.40  C2 1.055
11 H -0.29 2.33 -0.46  C2 1.117
12 H 0.71 1.91 -1.95  C2 1.171
13 H -0.75 0.97 1.88  C3 1.042
14 H 0.88 1.34 2.32  C3 1.082
15 H 0.46 -0.27 2.24  C3 1.091
16 H -1.43 0.28 -1.19  C4 1.137
17 H -0.32 -0.82 -1.76  C4 1.055
18 H 2.15 -1.14 -1.06  S6 1.282

For the energy, the calculation gives -24459.40111 eV. Its charge is +1. The energy above the lowest of the compared OMol25 structures with the same formula, charge and spin comes out at 44.2 kcal per mole.


(5)
Below is a cluster of 2 separate species, C4H12S in total in a non-equilibrium geometry, with properties calculated with ωB97M-V with the def2-TZVPD basis set.

Each atom is followed by the atoms it is bonded to, with distances in Å.
Atoms and positions in Å:
1 C 2.69 -1.60 -2.37  C2 1.528, H3 1.023, H4 1.114, H5 1.122
2 C 1.29 -2.03 -1.93  C1 1.528, H6 1.105, H7 1.065, H8 1.217
3 H 2.82 -1.69 -3.38  C1 1.023
4 H 2.68 -0.55 -1.99  C1 1.114
5 H 3.60 -2.02 -1.87  C1 1.122
6 H 0.59 -1.31 -2.40  C2 1.105
7 H 1.19 -1.85 -0.89  C2 1.065
8 H 1.24 -3.21 -2.22  C2 1.217
9 C -2.58 1.50 1.85  C10 1.673, H12 1.113, H13 1.175, H14 1.047
10 C -1.20 1.80 0.95  C9 1.673, S11 1.917, H15 1.031, H16 1.049
11 S -0.12 0.22 0.92  C10 1.917, H17 1.308
12 H -2.15 1.52 2.88  C9 1.113
13 H -3.30 2.38 1.52  C9 1.175
14 H -2.97 0.56 1.63  C9 1.047
15 H -0.64 2.62 1.24  C10 1.031
16 H -1.58 2.14 0.03  C10 1.049
17 H -0.66 -0.24 -0.18  S11 1.308

For the energy, the calculation gives -15174.85600 eV. Its spin multiplicity is 2. Its charge is -1. The energy above the lowest of the compared OMol25 structures with the same formula, charge and spin comes out at 35.1 kcal per mole.


(6)
Below is a cluster of 2 separate species, C4H12S in total, with properties calculated with ωB97M-V with the def2-TZVPD basis set.

Each atom is followed by the atoms it is bonded to, with distances in Å.
Atoms and positions in Å:
1 C -0.12 -2.20 2.69  S2 1.814, H4 1.070, H5 1.090, H6 1.084
2 S -0.73 -2.62 1.03  C1 1.814, C3 1.798
3 C -2.34 -1.82 1.09  S2 1.798, H7 1.091, H8 1.089, H9 1.085
4 H 0.94 -2.03 2.59  C1 1.070
5 H -0.53 -1.27 3.06  C1 1.090
6 H -0.33 -3.03 3.36  C1 1.084
7 H -2.90 -2.18 1.95  C3 1.091
8 H -2.91 -2.06 0.19  C3 1.089
9 H -2.26 -0.74 1.12  C3 1.085
10 C 1.64 1.67 -2.56  C11 1.528, H12 1.085, H13 1.086, H14 1.095
11 C 1.17 2.86 -1.73  C10 1.528, H15 1.083, H16 1.082, H17 1.092
12 H 2.63 1.82 -2.97  C10 1.085
13 H 1.61 0.77 -1.95  C10 1.086
14 H 0.98 1.46 -3.41  C10 1.095
15 H 0.38 2.54 -1.05  C11 1.083
16 H 0.78 3.67 -2.32  C11 1.082
17 H 2.00 3.16 -1.08  C11 1.092

For the energy, the calculation gives -15177.49773 eV. The energy above the lowest of the compared OMol25 structures with the same formula, charge and spin comes out at 4.8 kcal per mole.


(7)
Below is a cluster of 2 separate species, C4H12S in total in a non-equilibrium geometry, with properties calculated with ωB97M-V with the def2-TZVPD basis set.

Each atom is followed by the atoms it is bonded to, with distances in Å.
Atoms and positions in Å:
1 C 2.21 0.63 0.26  S2 1.758, H4 1.175, H5 1.136, H6 1.083
2 S 3.01 -0.75 1.00  C1 1.758, C3 1.909
3 C 1.76 -2.05 1.64  S2 1.909, H7 1.163, H8 0.993, H9 1.183
4 H 3.14 1.34 0.11  C1 1.175
5 H 1.89 0.16 -0.72  C1 1.136
6 H 1.50 1.26 0.78  C1 1.083
7 H 0.73 -1.53 1.80  C3 1.163
8 H 1.99 -2.57 2.46  C3 0.993
9 H 1.64 -2.73 0.68  C3 1.183
10 C -1.75 0.29 -1.40  C11 1.675, H12 1.142, H13 1.071, H14 1.080
11 C -2.81 1.30 -0.58  C10 1.675, H15 1.158, H16 1.034, H17 1.135
12 H -1.57 0.53 -2.50  C10 1.142
13 H -0.78 0.16 -0.96  C10 1.071
14 H -2.20 -0.69 -1.48  C10 1.080
15 H -2.39 1.45 0.49  C11 1.158
16 H -3.74 0.84 -0.65  C11 1.034
17 H -2.62 2.35 -0.94  C11 1.135

For the energy, the calculation gives -15175.69026 eV. The energy above the lowest of the compared OMol25 structures with the same formula, charge and spin comes out at 46.5 kcal per mole.


(8)
Below is a cluster of 2 separate species, C4H12S in total in a non-equilibrium geometry, with properties calculated with ωB97M-V with the def2-TZVPD basis set.

Each atom is followed by the atoms it is bonded to, with distances in Å.
Atoms and positions in Å:
1 C 1.87 0.61 -1.96  S2 1.853, H4 1.218, H5 1.112, H6 1.069
2 S 0.28 0.10 -2.75  C1 1.853, C3 1.757
3 C -0.07 -1.61 -2.60  S2 1.757, H7 1.088, H8 1.111, H9 1.064
4 H 2.14 1.65 -2.53  C1 1.218
5 H 1.51 0.94 -0.96  C1 1.112
6 H 2.88 0.25 -1.93  C1 1.069
7 H -0.67 -1.86 -1.72  C3 1.088
8 H 0.73 -2.36 -2.78  C3 1.111
9 H -0.61 -2.04 -3.41  C3 1.064
10 C -0.37 0.62 2.91  C11 1.528, H12 1.069, H13 1.148, H14 1.164
11 C -1.68 0.43 2.16  C10 1.528, H15 1.182, H16 1.052, H17 1.111
12 H 0.55 0.55 2.37  C10 1.069
13 H -0.38 1.60 3.51  C10 1.148
14 H -0.24 -0.13 3.79  C10 1.164
15 H -1.56 0.99 1.14  C11 1.182
16 H -2.40 0.85 2.81  C11 1.052
17 H -1.98 -0.62 1.94  C11 1.111

For the energy, the calculation gives -15175.92843 eV. The energy above the lowest of the compared OMol25 structures with the same formula, charge and spin comes out at 41.0 kcal per mole.


Look up the energy of the third one. -22914.28130 eV


What is the formula in the second record? C4H12OSi2